# CH2FPS

An isolated molecule of CH2FPS at a distorted geometry (the ωB97M-V functional and the def2-TZVPD basis, OMol25).

As for the structure (SMILES): C#P(F)S. The calculation puts the orbital gap at 8.12 eV.

```
! wB97M-V def2-TZVPD RIJCOSX def2/J DEFGRID3
* xyz 0 1
C 1.81853 -0.20076 -0.73401
P 0.42107 -0.61384 0.00392
F 0.43332 -2.20456 0.31620
S -1.71913 -0.25746 -0.21943
H 2.17990 0.77920 -1.14931
H -2.29156 -1.00361 0.86521
*
```

***

# CH2I3P

A structure of composition CH2I3P at a distorted geometry (the ωB97M-V functional and the def2-TZVPD basis, OMol25).

The calculation puts the orbital gap (alpha / beta) at 5.21 / 7.93 eV.

```
! wB97M-V def2-TZVPD RIJCOSX def2/J DEFGRID3
* xyz 0 1
C 0.26916 0.72204 -0.07383
P 0.16319 -1.03226 -0.44661
I 0.03628 2.09195 -1.57437
I -2.68437 -0.82631 0.22769
I 0.10309 1.33472 1.94271
H 0.62778 -1.58015 0.92529
H 1.48488 -0.70998 -1.00089
*
```

***

What is the formula in the second record?
CH2I3P

***

What did the first record say?
# CH2FPS

An isolated molecule of CH2FPS at a distorted geometry (the ωB97M-V functional and the def2-TZVPD basis, OMol25).

As for the structure (SMILES): C#P(F)S. The calculation puts the orbital gap at 8.12 eV.

```
! wB97M-V def2-TZVPD RIJCOSX def2/J DEFGRID3
* xyz 0 1
C 1.81853 -0.20076 -0.73401
P 0.42107 -0.61384 0.00392
F 0.43332 -2.20456 0.31620
S -1.71913 -0.25746 -0.21943
H 2.17990 0.77920 -1.14931
H -2.29156 -1.00361 0.86521
*
```